{
  "formula": "C5H10N2O",
  "method": "the ωB97M-V functional and the def2-TZVPD basis",
  "total_energy_ev": -10373.64667,
  "relative_energy_kcal_mol": 38.2,
  "molar_mass_g_mol": 114.148,
  "smiles": "[H]/N=C/C=C(\\C)[C@@H](N)O",
  "elements": ["C", "C", "C", "N", "C", "C", "O", "N", "H", "H", "H", "H", "H", "H", "H", "H", "H", "H"],
  "xyz": [[1.307, 0.968, 0.096], [0.725, -1.528, 0.360], [0.199, -0.158, 0.047], [0.950, 2.226, -0.501], [-1.058, 0.188, -0.232], [-2.226, -0.837, -0.284], [1.585, 1.231, 1.442], [-2.144, -2.044, -0.716], [0.851, 1.806, 1.717], [2.214, 0.575, -0.375], [0.890, 2.092, -1.509], [1.730, 2.865, -0.355], [-3.057, -2.510, -0.657], [-1.389, 1.203, -0.410], [-3.200, -0.427, 0.037], [1.332, -1.504, 1.270], [-0.064, -2.263, 0.534], [1.354, -1.883, -0.463]],
  "forces_ev_per_a": [[-0.7, -1.2, 0.1], [-0.2, -0.1, 0.3], [0.8, 1.4, -0.5], [-0.3, 0.2, -0.8], [-1.6, -2.1, -0.1], [0.7, 0.3, -0.3], [0.2, 0.2, 0.5], [0.1, 1.0, 0.4], [0.2, -0.2, 0.1], [0.1, -0.3, 0.4], [-0.2, 0.2, 0.1], [-0.2, -0.1, 0.0], [0.3, 0.2, 0.0], [0.3, 0.1, 0.0], [0.3, 0.0, 0.0], [0.1, 0.2, -0.2], [0.1, 0.2, -0.3], [-0.1, 0.0, 0.1]],
  "nbo_charge": [0.223, -0.667, 0.056, -0.856, -0.300, 0.116, -0.709, -0.627, 0.472, 0.147, 0.363, 0.370, 0.339, 0.226, 0.149, 0.227, 0.246, 0.225]
}

{
  "formula": "C5H10N2O",
  "method": "the ωB97M-V functional and the def2-TZVPD basis",
  "total_energy_ev": -10371.61920,
  "relative_energy_kcal_mol": 85.0,
  "molar_mass_g_mol": 114.148,
  "smiles": "CC(=O)N(C)N.C#C",
  "elements": ["C", "C", "N", "C", "N", "O", "H", "H", "H", "H", "H", "H", "H", "H", "C", "C", "H", "H"],
  "xyz": [[-0.861, 1.300, 0.449], [-0.506, -1.499, 1.084], [0.408, 0.610, 0.285], [0.684, -0.625, 0.880], [1.512, 1.487, 0.114], [1.843, -0.962, 1.037], [2.190, 0.983, -0.461], [1.992, 1.636, 1.005], [-1.628, 0.813, -0.158], [-1.177, 1.321, 1.489], [-0.737, 2.317, 0.079], [-0.178, -2.495, 1.358], [-1.157, -1.105, 1.861], [-1.066, -1.510, 0.112], [-0.035, -0.046, -2.106], [-0.631, -1.104, -2.167], [-1.015, -2.024, -2.518], [0.361, 0.907, -2.341]],
  "forces_ev_per_a": [[-0.1, -0.3, -0.3], [-0.5, 0.0, -0.6], [0.7, 0.3, 1.3], [0.4, 0.8, -0.9], [0.1, -0.2, -0.3], [-0.2, -0.2, 0.3], [-0.2, 0.1, 0.2], [-0.2, -0.2, -0.1], [0.0, 0.0, 0.1], [-0.1, 0.1, 0.1], [0.0, -0.1, 0.1], [0.0, -0.1, 0.0], [-0.1, 0.0, 0.0], [0.4, -0.1, 1.0], [-1.4, -2.0, -1.1], [1.3, 1.8, -0.6], [-0.3, -0.4, 0.3], [0.3, 0.3, 0.5]],
  "nbo_charge": [-0.426, -0.723, -0.304, 0.675, -0.656, -0.616, 0.366, 0.352, 0.212, 0.190, 0.232, 0.243, 0.229, 0.248, -0.204, -0.294, 0.239, 0.236]
}

{
  "formula": "C5H10N2O",
  "method": "the ωB97M-V functional and the def2-TZVPD basis",
  "total_energy_ev": -10367.48506,
  "relative_energy_kcal_mol": 180.3,
  "molar_mass_g_mol": 114.148,
  "elements": ["C", "C", "C", "C", "C", "H", "H", "H", "H", "H", "H", "H", "H", "H", "H", "N", "N", "O"],
  "xyz": [[-0.585, 0.517, -0.239], [-1.837, -0.116, -0.805], [-0.802, -0.876, -0.163], [1.245, -0.656, 0.781], [0.923, 0.582, -0.245], [-0.097, 1.097, 1.806], [-1.267, 2.010, 1.197], [-2.857, 0.064, -0.334], [-2.042, -0.398, -1.861], [-0.194, -1.406, -1.016], [-0.290, -0.726, 1.706], [1.564, -0.205, 1.863], [2.189, -1.168, 0.389], [1.283, 1.609, 0.179], [2.687, 0.982, -1.589], [-0.864, 1.033, 1.168], [-0.053, -1.366, 0.958], [1.473, 0.470, -1.649]],
  "forces_ev_per_a": [[1.0, 3.4, 2.1], [-3.9, 0.1, -0.3], [3.2, -5.2, -2.5], [2.3, 1.8, 0.3], [2.0, 2.2, -1.8], [0.8, -0.1, -0.2], [0.5, -1.6, -0.5], [1.7, 0.4, -0.2], [0.8, 0.5, 0.7], [-1.3, 1.1, 1.0], [-1.4, -1.2, 0.7], [-0.6, -1.1, -2.5], [-1.7, 0.1, 0.4], [-0.5, -1.9, -0.8], [-5.7, -2.5, -0.2], [-2.7, 2.1, -0.7], [0.6, -0.3, 2.2], [5.0, 2.1, 2.4]],
  "nbo_charge": [-0.009, -0.345, -0.090, -0.277, 0.095, 0.359, 0.381, 0.240, 0.245, 0.190, 0.370, 0.183, 0.222, 0.179, 0.449, -0.887, -0.591, -0.715]
}

{
  "formula": "C5H10N2O",
  "method": "the ωB97M-V functional and the def2-TZVPD basis",
  "total_energy_ev": -10371.19198,
  "relative_energy_kcal_mol": 94.9,
  "molar_mass_g_mol": 114.148,
  "elements": ["C", "C", "C", "C", "C", "N", "N", "O", "H", "H", "H", "H", "H", "H", "H", "H", "H", "H"],
  "xyz": [[1.770, 1.332, -0.631], [-0.956, 1.284, -0.078], [-1.143, -0.780, 0.028], [0.394, -0.877, -0.161], [0.760, 0.379, -0.166], [-1.427, -1.056, 1.404], [0.974, -2.085, -0.386], [-1.882, -1.211, -0.871], [-2.426, -1.033, 1.573], [-0.914, -0.499, 2.077], [1.911, -2.224, -0.039], [0.352, -2.863, -0.201], [1.959, 2.110, 0.115], [1.490, 1.818, -1.570], [2.704, 0.778, -0.791], [-0.979, 1.615, -1.118], [-0.584, 2.072, 0.584], [-2.003, 1.238, 0.230]],
  "forces_ev_per_a": [[0.6, -0.1, 0.3], [2.8, 2.0, -0.4], [1.4, -5.4, 0.0], [-2.0, 0.4, -0.1], [-3.3, 1.8, 0.0], [-0.6, 0.8, -0.7], [0.3, -0.7, 0.1], [0.4, 1.6, 1.1], [0.0, 0.0, 0.1], [0.0, 0.0, -0.2], [-0.1, 0.0, -0.1], [0.2, 0.1, 0.0], [0.1, 0.0, -0.1], [-0.1, -0.1, 0.1], [0.0, 0.2, 0.0], [0.0, 0.2, 0.1], [0.0, 0.4, -0.3], [0.2, -1.2, 0.1]],
  "nbo_charge": [-0.676, -0.766, 0.664, 0.059, 0.080, -0.845, -0.802, -0.636, 0.377, 0.378, 0.387, 0.400, 0.223, 0.230, 0.236, 0.219, 0.212, 0.260]
}

{
  "formula": "C5H10N2O",
  "method": "the ωB97M-V functional and the def2-TZVPD basis",
  "total_energy_ev": -10373.52357,
  "relative_energy_kcal_mol": 41.1,
  "molar_mass_g_mol": 114.148,
  "smiles": "C=NC/N=C(\\C)OC",
  "elements": ["C", "C", "C", "C", "C", "O", "N", "N", "H", "H", "H", "H", "H", "H", "H", "H", "H", "H"],
  "xyz": [[1.354, 0.726, -0.119], [-2.501, 1.195, -1.159], [-0.544, -1.539, 0.311], [-0.831, -0.182, -0.268], [2.591, -0.451, 1.466], [-2.117, -0.057, -0.624], [-0.038, 0.790, -0.455], [1.618, 0.291, 1.221], [1.897, 0.119, -0.874], [1.719, 1.761, -0.190], [-2.368, 1.977, -0.409], [-1.888, 1.444, -2.030], [-3.549, 1.099, -1.437], [-1.423, -2.166, 0.210], [-0.281, -1.444, 1.365], [0.297, -1.994, -0.210], [3.284, -0.840, 0.709], [2.781, -0.728, 2.493]],
  "forces_ev_per_a": [[0.3, 0.1, -0.6], [0.0, 0.3, -0.2], [-0.1, 0.2, 0.0], [0.8, 0.3, 0.1], [0.5, -0.2, -0.1], [-0.3, -0.4, 0.1], [-0.6, -0.1, -0.1], [-0.5, 0.3, 0.5], [0.0, 0.1, 0.2], [0.1, -0.3, 0.0], [0.0, 0.0, -0.1], [-0.1, 0.0, 0.1], [0.1, 0.0, 0.0], [0.0, -0.1, 0.0], [0.0, 0.0, -0.1], [0.1, 0.0, 0.0], [-0.1, 0.0, -0.1], [0.1, -0.1, 0.3]],
  "nbo_charge": [-0.097, -0.257, -0.705, 0.602, -0.051, -0.497, -0.539, -0.399, 0.153, 0.202, 0.192, 0.194, 0.189, 0.236, 0.248, 0.224, 0.137, 0.170]
}

{
  "formula": "C5H10N2O",
  "method": "the ωB97M-V functional and the def2-TZVPD basis",
  "total_energy_ev": -10373.99110,
  "relative_energy_kcal_mol": 30.3,
  "molar_mass_g_mol": 114.148,
  "smiles": "C/C(O)=C(C)\\N=C/N",
  "elements": ["C", "C", "C", "C", "N", "C", "O", "N", "H", "H", "H", "H", "H", "H", "H", "H", "H", "H"],
  "xyz": [[0.648, -1.647, 0.745], [0.743, 2.178, -0.103], [0.911, -0.326, 0.082], [0.208, 0.822, 0.257], [-1.935, -0.594, -1.022], [-1.923, -0.023, 0.225], [2.126, -0.248, -0.589], [-1.084, 0.805, 0.733], [2.701, -0.959, -0.283], [-1.146, -0.393, -1.618], [-2.768, -1.040, -1.368], [-2.855, -0.161, 0.770], [-0.231, -1.594, 1.380], [1.502, -1.934, 1.367], [0.498, -2.436, 0.004], [0.329, 2.517, -1.054], [0.451, 2.891, 0.665], [1.826, 2.143, -0.191]],
  "forces_ev_per_a": [[-0.3, 0.1, -0.5], [0.2, -0.3, -0.1], [0.3, 0.7, 0.6], [0.9, -0.5, -1.3], [0.6, -0.1, 0.6], [-0.8, 1.2, -0.3], [0.0, 0.0, 0.1], [-0.8, -1.3, 1.0], [0.0, 0.1, 0.0], [-0.2, -0.3, -0.1], [0.3, 0.1, 0.0], [-0.1, -0.1, 0.0], [0.0, 0.0, 0.1], [0.0, 0.1, 0.0], [-0.1, -0.1, 0.0], [0.0, 0.1, 0.0], [0.0, 0.0, 0.0], [0.0, 0.1, 0.0]],
  "nbo_charge": [-0.672, -0.637, 0.231, 0.073, -0.837, 0.299, -0.698, -0.516, 0.469, 0.406, 0.401, 0.166, 0.235, 0.208, 0.212, 0.210, 0.223, 0.227]
}

{
  "formula": "C5H10N2O",
  "method": "the ωB97M-V functional and the def2-TZVPD basis",
  "total_energy_ev": -10369.00634,
  "relative_energy_kcal_mol": 145.3,
  "molar_mass_g_mol": 114.148,
  "smiles": "C=CN(C)O/C=C\\N",
  "elements": ["C", "N", "N", "C", "C", "C", "C", "O", "H", "H", "H", "H", "H", "H", "H", "H", "H", "H"],
  "xyz": [[-1.670, -0.829, 1.635], [-0.946, -0.787, 0.385], [2.105, 1.023, 0.131], [1.156, -1.186, -0.448], [-0.682, 0.675, -0.280], [1.538, 0.117, -0.779], [-1.015, 0.918, -1.551], [0.412, -1.246, 0.684], [1.855, 0.808, 1.087], [3.090, 1.189, -0.014], [0.853, -1.880, -1.229], [-0.895, 1.431, 0.480], [1.918, 0.238, -1.786], [-2.727, -0.715, 1.401], [-1.339, -0.074, 2.353], [-1.534, -1.809, 2.094], [-0.678, 0.256, -2.333], [-1.440, 1.871, -1.831]],
  "forces_ev_per_a": [[0.1, 0.6, 0.0], [2.2, 1.6, -2.6], [-1.2, 0.5, -0.1], [-1.3, 2.5, -1.1], [-4.0, -1.7, 1.8], [2.9, -2.9, 0.7], [0.8, 0.1, 0.3], [0.4, -1.0, 1.8], [0.3, 0.0, 0.0], [-0.2, 0.0, 0.0], [0.1, 0.0, -0.1], [0.3, 0.0, -0.1], [-0.1, 0.2, -0.2], [0.0, 0.2, 0.1], [-0.1, 0.1, 0.1], [0.1, 0.0, -0.3], [-0.8, -0.4, -0.1], [0.4, 0.3, -0.1]],
  "nbo_charge": [-0.436, -0.177, -0.839, 0.004, -0.057, -0.009, -0.362, -0.450, 0.378, 0.384, 0.162, 0.184, 0.195, 0.214, 0.171, 0.229, 0.202, 0.207]
}

{
  "formula": "C5H10N2O",
  "method": "the ωB97M-V functional and the def2-TZVPD basis",
  "total_energy_ev": -10371.41473,
  "relative_energy_kcal_mol": 89.7,
  "molar_mass_g_mol": 114.148,
  "smiles": "[H]/N=C(OC)\\C(C)=N/C",
  "elements": ["C", "C", "C", "C", "C", "O", "N", "N", "H", "H", "H", "H", "H", "H", "H", "H", "H", "H"],
  "xyz": [[1.870, -0.604, -1.554], [-2.051, 1.357, -0.127], [0.900, 0.122, 1.899], [-0.249, -0.815, -0.169], [-0.151, 0.296, 0.841], [0.806, 0.108, -0.942], [-1.094, 1.172, 0.946], [-1.113, -1.566, -0.619], [-1.837, -2.167, -0.243], [2.043, -0.181, -2.549], [1.581, -1.650, -1.727], [2.810, -0.570, -0.994], [-2.658, 2.238, 0.093], [-1.578, 1.506, -1.103], [-2.735, 0.502, -0.227], [1.530, 1.013, 1.904], [0.400, -0.008, 2.861], [1.525, -0.753, 1.711]],
  "forces_ev_per_a": [[-0.1, -0.4, -1.0], [-0.6, -0.3, 0.0], [0.0, 0.4, -0.1], [-0.6, 3.9, -0.6], [-3.1, -1.1, 2.5], [-0.8, -2.8, -0.6], [2.3, -0.3, -0.5], [2.1, -0.6, -1.2], [0.4, 0.7, 0.6], [0.1, 0.1, 0.1], [0.1, 0.1, 0.1], [-0.2, 0.1, 0.2], [0.1, -0.1, 0.0], [0.1, 0.0, 0.2], [0.1, 0.1, 0.0], [0.0, -0.1, 0.3], [0.2, 0.2, 0.0], [0.0, 0.1, -0.1]],
  "nbo_charge": [-0.257, -0.449, -0.653, 0.557, 0.263, -0.600, -0.438, -0.660, 0.420, 0.186, 0.178, 0.172, 0.204, 0.205, 0.182, 0.239, 0.238, 0.210]
}

What did the sixth record say?
{
  "formula": "C5H10N2O",
  "method": "the ωB97M-V functional and the def2-TZVPD basis",
  "total_energy_ev": -10373.99110,
  "relative_energy_kcal_mol": 30.3,
  "molar_mass_g_mol": 114.148,
  "smiles": "C/C(O)=C(C)\\N=C/N",
  "elements": ["C", "C", "C", "C", "N", "C", "O", "N", "H", "H", "H", "H", "H", "H", "H", "H", "H", "H"],
  "xyz": [[0.648, -1.647, 0.745], [0.743, 2.178, -0.103], [0.911, -0.326, 0.082], [0.208, 0.822, 0.257], [-1.935, -0.594, -1.022], [-1.923, -0.023, 0.225], [2.126, -0.248, -0.589], [-1.084, 0.805, 0.733], [2.701, -0.959, -0.283], [-1.146, -0.393, -1.618], [-2.768, -1.040, -1.368], [-2.855, -0.161, 0.770], [-0.231, -1.594, 1.380], [1.502, -1.934, 1.367], [0.498, -2.436, 0.004], [0.329, 2.517, -1.054], [0.451, 2.891, 0.665], [1.826, 2.143, -0.191]],
  "forces_ev_per_a": [[-0.3, 0.1, -0.5], [0.2, -0.3, -0.1], [0.3, 0.7, 0.6], [0.9, -0.5, -1.3], [0.6, -0.1, 0.6], [-0.8, 1.2, -0.3], [0.0, 0.0, 0.1], [-0.8, -1.3, 1.0], [0.0, 0.1, 0.0], [-0.2, -0.3, -0.1], [0.3, 0.1, 0.0], [-0.1, -0.1, 0.0], [0.0, 0.0, 0.1], [0.0, 0.1, 0.0], [-0.1, -0.1, 0.0], [0.0, 0.1, 0.0], [0.0, 0.0, 0.0], [0.0, 0.1, 0.0]],
  "nbo_charge": [-0.672, -0.637, 0.231, 0.073, -0.837, 0.299, -0.698, -0.516, 0.469, 0.406, 0.401, 0.166, 0.235, 0.208, 0.212, 0.210, 0.223, 0.227]
}

Question: Which formula does entry 2 have?
Answer: C5H10N2O